1.
A structure of composition C36H41FLuN3O3S4SbSe at a distorted geometry, computed with ωB97M-V/def2-TZVPD.

Positions of all 91 atoms, in Å:
Lu -0.2404 -0.7620 -0.1424
C 4.8217 -0.5800 -2.1531
C 3.3735 -0.9700 -2.3803
C 2.8126 -2.0678 -1.7378
C 1.4522 -2.3025 -1.7785
C 0.6013 -1.4878 -2.5907
C 1.1612 -0.4061 -3.2845
C 2.5289 -0.1429 -3.1332
H 5.5454 -1.3118 -2.5368
H 5.0100 -0.5584 -1.0647
H 4.9543 0.4366 -2.5680
H 3.4489 -2.7276 -1.1302
H 1.0795 -3.1760 -1.1955
H -0.4242 -1.7671 -2.8029
H 0.5503 0.2932 -3.8678
H 2.9650 0.7789 -3.5710
S 2.1892 -4.5254 0.6695
Sb 3.2583 -2.8154 1.9666
S 0.5931 -1.2845 2.2016
S 2.1750 -0.4910 1.1047
S 5.2934 -2.1391 0.9438
C -6.9976 -3.3963 1.3782
C -6.5516 -4.0292 0.0350
C -6.7836 -5.5350 0.1217
C -6.2099 -6.3376 -1.0337
C -4.7654 -5.9612 -1.2352
C -3.8951 -6.8571 -1.8558
C -2.5541 -6.5747 -1.9987
F -1.7254 -7.4903 -2.5530
C -2.0491 -5.3593 -1.5857
C -2.8718 -4.3799 -1.0318
C -2.3609 -3.0913 -0.6819
O -1.0586 -2.8552 -0.6070
C -3.3767 -2.0348 -0.5967
C -4.7121 -2.3980 -0.3654
N -5.1564 -3.7048 -0.3622
C -4.2838 -4.6948 -0.8513
C -2.6545 -0.7321 -0.5130
O -2.2343 -0.3860 0.6783
O -2.0368 -0.2285 -1.5143
H -7.9743 -3.7909 1.5913
H -7.0861 -2.3335 1.3181
H -6.3040 -3.6565 2.1853
H -7.2151 -3.5617 -0.7594
H -7.8673 -5.7258 0.1521
H -6.2861 -5.9100 1.0317
H -6.7556 -6.2511 -2.0061
H -6.2569 -7.3876 -0.7421
H -4.3183 -7.8261 -2.2161
H -0.9769 -5.1394 -1.6760
H -5.4206 -1.6083 -0.2148
C -1.2923 4.8284 3.8256
C 0.2226 5.1458 3.8920
C 1.0646 3.9449 4.4217
C 1.1174 2.6818 3.5137
N 1.8077 2.8877 2.2262
C 1.2908 2.7840 0.9773
Se -0.4099 2.2044 0.5906
N 2.2436 3.0635 0.0696
C 2.0373 3.0591 -1.3917
C 1.3331 4.3379 -1.8768
C 2.1903 5.6137 -1.8393
C 3.3194 5.6483 -2.8718
C 3.5022 3.1831 0.7426
C 4.8046 3.2067 0.2472
C 5.8245 3.1490 1.1993
C 5.5681 2.9133 2.5533
C 4.2459 2.8405 3.0526
C 3.2316 3.0391 2.1112
H -1.8660 5.7063 3.4987
H -1.6868 4.5504 4.7983
H -1.5186 3.9649 3.1775
H 0.3908 6.0356 4.5180
H 0.6021 5.4163 2.8879
H 0.5967 3.6456 5.3528
H 2.1075 4.2281 4.6229
H 0.1073 2.3570 3.2874
H 1.6156 1.8527 4.0587
H 1.4405 2.1668 -1.6766
H 3.0334 2.9956 -1.8437
H 0.3918 4.4645 -1.3250
H 0.9972 4.2088 -2.9338
H 2.6283 5.6800 -0.8405
H 1.5054 6.4569 -1.9861
H 4.1326 4.9664 -2.6388
H 3.7681 6.6507 -3.0032
H 2.9080 5.3371 -3.8416
H 5.0181 3.2294 -0.8205
H 6.8358 3.2921 0.8546
H 6.4190 2.8292 3.2513
H 4.0611 2.6774 4.1181

Summary:
Spin multiplicity   1
HOMO-LUMO gap   3.547 eV
LUMO level   0.0314 Ha
Charge   -1
E   -7356.4876 a.u.
Energy above the lowest of the compared OMol25 structures with the same formula, charge and spin   59.5 kcal per mole

Results of the Mulliken charge analysis, in e, for atoms 1 through 8: atom 1 (Lu): 1.144, atom 2 (C): -1.052, atom 3 (C): 0.317, atom 4 (C): -0.128, atom 5 (C): -0.380, atom 6 (C): -0.789, atom 7 (C): -0.560, atom 8 (C): -0.112

2.
A cluster of 2 separate species, C36H41N4O3 in total at a distorted geometry, computed with ωB97M-V/def2-TZVPD.

Positions of all 84 atoms, in Å:
C -3.2466 5.9323 0.1739
N -3.0507 4.5095 0.3286
C -4.1077 3.6550 0.4617
O -5.2886 3.9879 0.5242
C -3.5384 2.2395 0.5259
C -4.0918 1.3488 -0.5882
C -5.5724 1.0748 -0.4331
C -6.4520 1.3418 -1.4868
C -7.8286 1.1961 -1.2994
C -8.3231 0.7406 -0.0698
C -7.4360 0.4139 0.9628
C -6.0579 0.5615 0.7746
N -2.0924 2.4663 0.4339
C -1.2294 1.4299 0.4524
C 0.1460 1.5568 0.2701
C 1.0987 0.5445 0.2177
C 2.4953 0.8341 0.0728
C 3.4746 -0.1987 0.2168
C 4.8291 0.0648 0.2031
C 5.2824 1.3909 0.0148
N 6.6753 1.6666 -0.0003
O 7.0515 2.8481 -0.1778
O 7.4795 0.7191 0.1599
C 4.3562 2.4345 -0.1718
C 2.9992 2.1602 -0.1689
C -1.7367 3.8842 0.2366
C -1.1425 4.1367 -1.1569
C -0.8387 4.4597 1.3445
H -4.3147 6.1538 0.2341
H -2.7198 6.4808 0.9644
H -2.8628 6.2736 -0.7963
H -3.7870 1.8119 1.5147
H -3.9029 1.8426 -1.5567
H -3.5310 0.4011 -0.5824
H -6.0447 1.7012 -2.4359
H -8.5121 1.4495 -2.1106
H -9.3990 0.6411 0.0823
H -7.8092 0.0526 1.9228
H -5.3521 0.3074 1.5702
H -1.6795 0.4460 0.6382
H 0.5102 2.5749 0.1798
H 0.7880 -0.4732 0.3617
H 3.1191 -1.2210 0.3592
H 5.5704 -0.7199 0.3370
H 4.7355 3.4440 -0.3161
H 2.3203 2.9923 -0.3558
H -1.8869 3.8755 -1.9229
H -0.8806 5.1982 -1.2515
H -0.2452 3.5360 -1.3222
H -1.4096 4.5125 2.2817
H 0.0488 3.8464 1.5088
H -0.5221 5.4723 1.0618
C 4.5170 -3.8340 2.6829
C 3.2486 -4.0273 3.5230
C 2.0694 -3.6419 2.6216
N 2.6037 -3.6608 1.2636
C 1.8422 -3.2987 0.1682
C 0.8178 -2.3430 0.2569
C -0.2161 -2.3009 -0.8144
C 0.3750 -2.5162 -2.2226
C 1.4864 -3.5098 -2.2912
C 2.1175 -3.9767 -1.1138
C 2.9975 -5.0733 -1.2296
C 3.4203 -5.5207 -2.4796
C 2.8891 -4.9454 -3.6470
C 1.9076 -3.9628 -3.5415
C 4.0647 -3.6187 1.2318
H 5.0766 -2.9561 3.0204
H 5.1785 -4.7023 2.7416
H 3.1490 -5.0745 3.8248
H 3.2561 -3.4122 4.4251
H 1.2252 -4.3431 2.7247
H 1.6914 -2.6390 2.8813
H 0.5091 -2.0590 1.2651
H -0.9609 -3.0962 -0.6348
H -0.7507 -1.3442 -0.8028
H -0.4356 -2.8365 -2.8941
H 0.7314 -1.5510 -2.6146
H 3.3448 -5.5921 -0.3331
H 4.1589 -6.3209 -2.5473
H 3.2309 -5.2744 -4.6276
H 1.4537 -3.5369 -4.4380
H 4.4283 -2.6491 0.8460
H 4.4848 -4.3817 0.5674

Summary:
Spin multiplicity   1
HOMO-LUMO gap   4.882 eV
LUMO level   -0.1928 Ha
Charge   +1
E   -1840.7843 a.u.
Energy above the lowest of the compared OMol25 structures with the same formula, charge and spin   41.0 kcal per mole

Results of the Mulliken charge analysis, in e, for atoms 1 through 8: atom 1 (C): -0.929, atom 2 (N): 0.269, atom 3 (C): 0.142, atom 4 (O): -0.681, atom 5 (C): -0.019, atom 6 (C): -0.333, atom 7 (C): 0.527, atom 8 (C): -0.390

3.
A structure of composition C36H41N4Rh at a distorted geometry, computed with ωB97M-V/def2-TZVPD.

Positions of all 82 atoms, in Å:
Rh 0.1030 0.0729 0.0023
N -0.4902 -0.7711 1.7801
C 0.1813 -1.8875 2.4571
C -0.5238 -2.5318 3.4632
C 0.0521 -3.5913 4.1425
C 1.3318 -4.0007 3.7991
C 2.0207 -3.3558 2.7874
C 1.4699 -2.2746 2.0935
C 2.2236 -1.6954 0.9530
C 3.6233 -1.6781 0.9578
C 4.3449 -1.2325 -0.1370
C 3.6904 -0.8816 -1.3083
C 2.3058 -0.9236 -1.3347
C 1.5776 -1.2544 -0.2012
H -1.4705 -1.0150 1.6447
H -0.5155 0.0108 2.4341
H -1.5224 -2.1981 3.7231
H -0.4961 -4.0938 4.9270
H 1.7888 -4.8372 4.3096
H 3.0006 -3.7138 2.5033
H 4.1485 -1.9885 1.8519
H 5.4244 -1.1898 -0.0833
H 4.2455 -0.5912 -2.1901
H 1.7778 -0.7325 -2.2639
C -1.5742 2.5777 -6.4987
C -0.1254 2.3941 -6.0151
C 0.5525 1.2811 -6.8270
C 0.6444 3.6987 -6.2241
C -0.1795 2.0019 -4.5485
C 0.1886 2.8600 -3.5166
C 0.1375 2.4232 -2.2093
N -0.2730 1.2022 -1.8540
C -0.7169 0.3853 -2.8360
C -0.6610 0.7476 -4.1659
C -1.2678 -0.9142 -2.3830
C -1.9684 -1.7650 -3.2136
C -2.4550 -2.9907 -2.7554
C -2.1749 -3.2999 -1.4276
C -1.4754 -2.4072 -0.6439
N -1.0526 -1.2178 -1.0864
C -3.2068 -3.9184 -3.6928
C -3.7217 -5.1612 -2.9682
C -4.3982 -3.1608 -4.2982
C -2.2430 -4.3502 -4.8102
H -1.5705 2.8816 -7.5457
H -2.0903 3.3482 -5.9242
H -2.1453 1.6509 -6.4212
H 0.6081 1.5842 -7.8722
H -0.0012 0.3423 -6.7943
H 1.5695 1.0954 -6.4773
H 0.7490 3.8857 -7.2920
H 1.6489 3.6509 -5.7991
H 0.1218 4.5563 -5.7975
H 0.5262 3.8657 -3.7163
H 0.4118 3.0894 -1.4020
H -0.9941 0.0523 -4.9208
H -2.1441 -1.4706 -4.2369
H -2.4929 -4.2317 -0.9851
H -1.2259 -2.6765 0.3743
H -4.4052 -4.9065 -2.1561
H -2.9083 -5.7684 -2.5669
H -4.2709 -5.7833 -3.6738
H -5.0690 -2.7877 -3.5228
H -4.9669 -3.8359 -4.9374
H -4.0826 -2.3182 -4.9146
H -1.3662 -4.8572 -4.4046
H -1.9047 -3.5013 -5.4066
H -2.7534 -5.0421 -5.4802
C 4.1997 4.2219 2.6838
C 3.2710 3.2101 2.0955
C 2.4804 2.3806 2.8854
C 1.6185 1.4815 2.2974
N 1.4682 1.3604 0.9688
C 2.2684 2.1227 0.2041
C 3.1590 3.0385 0.7168
H 4.2936 4.1047 3.7607
H 3.8277 5.2279 2.4808
H 5.1891 4.1450 2.2331
H 2.5399 2.4215 3.9645
H 1.0615 0.8077 2.9329
H 2.2113 1.9500 -0.8604
H 3.7750 3.6102 0.0354

Summary:
Spin multiplicity   1
HOMO-LUMO gap   7.286 eV
LUMO level   -0.2350 Ha
Charge   +2
E   -1725.5499 a.u.
Energy above the lowest of the compared OMol25 structures with the same formula, charge and spin   14.8 kcal per mole

Results of the Mulliken charge analysis, in e, for atoms 1 through 8: atom 1 (Rh): -0.106, atom 2 (N): -0.254, atom 3 (C): 0.602, atom 4 (C): -0.756, atom 5 (C): -0.614, atom 6 (C): -0.831, atom 7 (C): -1.151, atom 8 (C): 0.376

4.
A cluster of 3 separate species, C36H41NO10P4 in total at a distorted geometry, computed with ωB97M-V/def2-TZVPD.

Positions of all 92 atoms, in Å:
C 2.3118 1.2395 3.5429
C 2.1225 0.0793 2.5594
C 0.6564 -0.1582 2.1850
N 0.0499 -1.0460 3.2192
P -1.6329 -1.0382 3.4837
C -2.5508 -2.6871 3.5335
C -1.9475 -3.8359 4.3241
O -0.6060 -4.0930 3.9119
P -1.2583 -0.9721 5.7470
O -2.6213 -1.7446 6.2966
O -0.0725 -2.1009 6.0725
P -2.8280 0.8975 3.6074
C -4.4690 0.2626 4.1454
C -2.1826 1.9857 4.9599
C -2.9580 1.9809 6.2850
P -2.0714 -0.9242 1.1882
O -1.8666 0.3919 0.5558
O -1.3020 -2.0776 0.3560
O -3.6365 -1.3170 0.9907
H 3.1303 1.0183 4.2283
H 1.4307 1.4110 4.1606
H 2.5974 2.1451 3.0151
H 2.5124 -0.8506 2.9770
H 2.6868 0.2678 1.6477
H 0.6275 -0.6349 1.2132
H 0.1562 0.8082 2.1479
H 0.4817 -0.7505 4.0925
H -2.6179 -3.0498 2.5086
H -3.5613 -2.4842 3.8858
H -2.0256 -3.7074 5.3972
H -2.5508 -4.7148 4.0696
H -0.1468 -4.4565 4.6681
H -2.6759 -1.5577 7.2352
H 0.2807 -2.5110 5.2725
H -5.0296 1.0793 4.5921
H -4.9639 -0.1037 3.2495
H -4.4210 -0.5505 4.8696
H -1.1188 1.8301 5.1160
H -2.2798 2.9830 4.5265
H -2.3542 2.3760 7.0973
H -3.8478 2.5991 6.1770
H -3.2984 0.9803 6.5409
H -0.9049 -1.6082 -0.3930
H -3.7268 -2.2429 0.7399
O 0.0144 7.2673 -3.2642
C 0.2667 6.1835 -2.7824
C 1.6243 5.5799 -2.9252
C 2.6093 6.2869 -3.6022
C 3.8826 5.7576 -3.7192
C 4.1790 4.5196 -3.1593
C 3.1981 3.8056 -2.4941
C 1.9168 4.3297 -2.3779
C 0.8699 3.5352 -1.6721
O 1.1207 2.4281 -1.2397
C -0.4790 4.1429 -1.5122
C -1.4621 3.4355 -0.8308
C -2.7127 3.9994 -0.6477
C -2.9871 5.2689 -1.1441
C -2.0153 5.9731 -1.8350
C -0.7596 5.4137 -2.0256
H 2.3682 7.2499 -4.0302
H 4.6492 6.3109 -4.2453
H 5.1775 4.1118 -3.2446
H 3.4159 2.8395 -2.0601
H -1.2520 2.4453 -0.4430
H -3.4726 3.4436 -0.1147
H -3.9642 5.7092 -0.9941
H -2.2206 6.9586 -2.2290
O 0.7213 -2.1752 -6.5709
C 1.2290 -2.8909 -5.7345
C 1.6915 -4.2668 -6.0790
C 1.5544 -4.7166 -7.3858
C 2.0050 -5.9781 -7.7324
C 2.5959 -6.7965 -6.7756
C 2.7237 -6.3585 -5.4694
C 2.2687 -5.0951 -5.1146
C 2.4014 -4.6493 -3.6972
O 2.8580 -5.3877 -2.8507
C 1.9598 -3.2665 -3.3578
C 2.1038 -2.8147 -2.0526
C 1.7246 -1.5239 -1.7253
C 1.1970 -0.6769 -2.6947
C 1.0403 -1.1292 -3.9946
C 1.4175 -2.4229 -4.3308
H 1.0972 -4.0702 -8.1218
H 1.8998 -6.3259 -8.7515
H 2.9557 -7.7789 -7.0514
H 3.1762 -6.9880 -4.7160
H 2.5149 -3.4784 -1.3047
H 1.8416 -1.1711 -0.7080
H 0.9100 0.3307 -2.4302
H 0.6278 -0.4832 -4.7570

Summary:
Spin multiplicity   1
HOMO-LUMO gap   6.472 eV
LUMO level   -0.0313 Ha
E   -3569.1132 a.u.

Results of the Mulliken charge analysis, in e, for atoms 1 through 8: atom 1 (C): -1.027, atom 2 (C): -0.752, atom 3 (C): 0.127, atom 4 (N): -0.211, atom 5 (P): 0.489, atom 6 (C): -0.846, atom 7 (C): -0.839, atom 8 (O): -0.586

> Which formula does entry 1 have?

C36H41FLuN3O3S4SbSe

> Which value of HOMO-LUMO gap does entry 1 give?

3.547 eV

> LUMO level of number 1 (C36H41FLuN3O3S4SbSe)?

0.0314 Ha